w:
Molecular formula: C6H15N2
Method: DFT, ωB97M-V with the def2-TZVPD basis set

Values from the calculation:
HOMO-LUMO gap: 6.21 eV
Total charge: +1
Molar mass: 115.200 g/mol

CARTESIAN COORDINATES (ANGSTROEM)
N (0.055, -2.880, -1.928)
C (0.609, -0.107, -0.134)
C (0.633, 1.035, -1.000)
C (-0.461, 2.046, -0.740)
C (-0.298, 3.353, -0.734)
C (0.579, 0.117, 1.355)
N (-0.181, -0.755, 2.200)
C (-0.969, -1.750, 1.430)
H (0.284, -2.010, -1.474)
H (0.912, -3.367, -2.159)
H (-0.460, -2.719, -2.784)
H (1.330, -0.910, -0.284)
H (0.617, 0.684, -2.044)
H (1.638, 1.485, -0.942)
H (-1.452, 1.641, -0.613)
H (-1.212, 3.904, -0.546)
H (0.622, 3.881, -0.942)
H (1.664, 0.071, 1.613)
H (0.282, 1.143, 1.584)
H (-0.840, -0.174, 2.699)
H (-1.973, -1.356, 1.237)
H (-0.353, -2.124, 0.610)
H (-1.084, -2.665, 1.994)

Electronic structure analysis, natural (NBO) charges in units of e: atom 1 (N): -1.056, atom 2 (C): 0.380, atom 3 (C): -0.629, atom 4 (C): -0.238, atom 5 (C): -0.311, atom 6 (C): -0.344, atom 7 (N): -0.565, atom 8 (C): -0.445, atom 9 (H): 0.312, atom 10 (H): 0.377, atom 11 (H): 0.379, atom 12 (H): 0.222, atom 13 (H): 0.299, atom 14 (H): 0.356, atom 15 (H): 0.220, atom 16 (H): 0.228, atom 17 (H): 0.216, atom 18 (H): 0.310, atom 19 (H): 0.233, atom 20 (H): 0.381, atom 21 (H): 0.218, atom 22 (H): 0.209, atom 23 (H): 0.248

x:
Molecular formula: C6H15N2
Method: DFT, ωB97M-V with the def2-TZVPD basis set

Values from the calculation:
Structure (SMILES): CNC[C@H]1CCC[NH2+]1
HOMO-LUMO gap: 9.24 eV
Total charge: +1
Molar mass: 115.200 g/mol

CARTESIAN COORDINATES (ANGSTROEM)
C (2.084, -1.296, 1.659)
N (1.546, 0.065, 1.747)
C (1.121, 0.617, 0.486)
C (-0.032, -0.230, -0.031)
C (-1.397, 0.211, 0.469)
C (-2.092, 0.924, -0.716)
C (-1.406, 0.438, -1.990)
N (-0.121, -0.337, -1.520)
H (1.355, -2.033, 2.011)
H (2.358, -1.602, 0.646)
H (2.932, -1.418, 2.329)
H (2.173, 0.628, 2.290)
H (1.955, 0.738, -0.223)
H (0.759, 1.637, 0.642)
H (0.022, -1.255, 0.332)
H (-1.290, 0.837, 1.340)
H (-2.071, -0.556, 0.850)
H (-3.165, 0.788, -0.669)
H (-1.994, 2.007, -0.635)
H (-1.106, 1.284, -2.594)
H (-1.975, -0.345, -2.481)
H (-0.285, -1.218, -1.901)
H (0.627, 0.116, -2.040)

Electronic structure analysis, natural (NBO) charges in units of e: atom 1 (C): -0.435, atom 2 (N): -0.626, atom 3 (C): -0.230, atom 4 (C): -0.076, atom 5 (C): -0.419, atom 6 (C): -0.441, atom 7 (C): -0.211, atom 8 (N): -0.497, atom 9 (H): 0.193, atom 10 (H): 0.173, atom 11 (H): 0.228, atom 12 (H): 0.391, atom 13 (H): 0.173, atom 14 (H): 0.218, atom 15 (H): 0.247, atom 16 (H): 0.256, atom 17 (H): 0.236, atom 18 (H): 0.255, atom 19 (H): 0.231, atom 20 (H): 0.238, atom 21 (H): 0.225, atom 22 (H): 0.433, atom 23 (H): 0.440

x comes first in stability; the runner-up is 0.1538 hartree higher.

w:
Molecular formula: C6H15N2
Method: DFT, ωB97M-V with the def2-TZVPD basis set

Values from the calculation:
HOMO-LUMO gap: 5.44 eV
Total charge: +1
Molar mass: 115.200 g/mol

CARTESIAN COORDINATES (ANGSTROEM)
N (-2.835, 1.310, 0.715)
C (0.076, 0.616, -0.660)
C (1.596, 0.952, -0.877)
C (2.292, 0.536, 0.312)
C (3.258, -0.454, 0.372)
C (-0.278, -0.734, -1.188)
N (-1.401, -1.484, -0.469)
C (-1.234, -1.483, 1.022)
H (-2.065, 1.437, 0.138)
H (-3.470, 2.117, 0.724)
H (-2.479, 1.340, 1.641)
H (-0.587, 1.435, -0.920)
H (1.718, 2.025, -1.040)
H (1.937, 0.532, -1.832)
H (2.071, 1.056, 1.275)
H (3.572, -0.826, 1.379)
H (3.680, -0.982, -0.510)
H (-0.531, -0.820, -2.260)
H (0.607, -1.291, -1.244)
H (-2.267, -0.921, -0.662)
H (-0.993, -2.491, 1.392)
H (-0.515, -0.688, 1.153)
H (-2.154, -1.182, 1.540)

Electronic structure analysis, natural (NBO) charges in units of e: atom 1 (N): -1.055, atom 2 (C): 0.482, atom 3 (C): -0.560, atom 4 (C): -0.270, atom 5 (C): -0.279, atom 6 (C): -0.425, atom 7 (N): -0.579, atom 8 (C): -0.398, atom 9 (H): 0.315, atom 10 (H): 0.389, atom 11 (H): 0.362, atom 12 (H): 0.214, atom 13 (H): 0.253, atom 14 (H): 0.292, atom 15 (H): 0.236, atom 16 (H): 0.233, atom 17 (H): 0.216, atom 18 (H): 0.352, atom 19 (H): 0.229, atom 20 (H): 0.379, atom 21 (H): 0.232, atom 22 (H): 0.145, atom 23 (H): 0.234

x:
Molecular formula: C6H15N2
Method: DFT, ωB97M-V with the def2-TZVPD basis set

Values from the calculation:
HOMO-LUMO gap: 6.69 eV
Total charge: +1
Molar mass: 115.200 g/mol

CARTESIAN COORDINATES (ANGSTROEM)
C (-0.688, 2.042, -0.953)
C (-1.470, 1.314, 0.150)
C (-1.058, -0.162, 0.189)
C (-1.959, -1.029, -0.411)
N (-1.661, -2.361, -0.741)
C (0.008, -0.634, 0.930)
C (0.952, 0.185, 1.692)
N (3.556, -0.441, -0.342)
H (-0.924, 1.730, -1.974)
H (-0.894, 3.110, -1.001)
H (-2.500, 1.409, -0.174)
H (-1.195, 1.721, 1.119)
H (-2.917, -0.657, -0.762)
H (-2.006, -2.514, -1.687)
H (-2.138, -3.052, -0.159)
H (0.017, -1.722, 0.978)
H (4.306, -0.980, 0.063)
H (1.034, 1.183, 1.256)
H (1.974, -0.192, 1.661)
H (0.670, 0.276, 2.741)
H (0.393, 1.923, -0.850)
H (2.676, -0.919, -0.429)
H (3.822, -0.230, -1.296)

Electronic structure analysis, natural (NBO) charges in units of e: atom 1 (C): -0.614, atom 2 (C): -0.426, atom 3 (C): -0.179, atom 4 (C): 0.349, atom 5 (N): -0.863, atom 6 (C): 0.217, atom 7 (C): -0.738, atom 8 (N): -1.087, atom 9 (H): 0.217, atom 10 (H): 0.241, atom 11 (H): 0.233, atom 12 (H): 0.230, atom 13 (H): 0.204, atom 14 (H): 0.409, atom 15 (H): 0.426, atom 16 (H): 0.228, atom 17 (H): 0.379, atom 18 (H): 0.255, atom 19 (H): 0.297, atom 20 (H): 0.297, atom 21 (H): 0.210, atom 22 (H): 0.342, atom 23 (H): 0.372

x comes first in stability; the runner-up is 0.1389 hartree higher.

w:
Molecular formula: C6H15N2
Method: DFT, ωB97M-V with the def2-TZVPD basis set

Values from the calculation:
Structure (SMILES): C[C@H]([NH3+])CC/C=C/N
HOMO-LUMO gap: 8.60 eV
Total charge: +1
Molar mass: 115.200 g/mol

CARTESIAN COORDINATES (ANGSTROEM)
C (0.048, -1.727, 2.409)
C (-0.005, -0.673, 1.321)
N (-1.375, -0.434, 0.746)
C (0.938, -0.937, 0.130)
C (1.513, 0.291, -0.500)
C (0.523, 1.343, -1.074)
C (-0.249, 1.136, -2.136)
N (-1.104, 2.126, -2.610)
H (1.043, -1.453, 2.798)
H (-0.453, -1.455, 3.357)
H (-0.166, -2.747, 2.152)
H (0.335, 0.327, 1.610)
H (-1.363, 0.453, 0.220)
H (-2.071, -0.180, 1.470)
H (-1.673, -1.164, 0.091)
H (1.694, -1.727, 0.332)
H (0.312, -1.526, -0.591)
H (2.246, 0.047, -1.282)
H (2.100, 0.817, 0.300)
H (0.541, 2.213, -0.407)
H (-0.501, 0.118, -2.486)
H (-1.360, 2.090, -3.582)
H (-0.974, 3.063, -2.268)

Electronic structure analysis, natural (NBO) charges in units of e: atom 1 (C): -0.658, atom 2 (C): -0.052, atom 3 (N): -0.691, atom 4 (C): -0.413, atom 5 (C): -0.439, atom 6 (C): -0.364, atom 7 (C): 0.016, atom 8 (N): -0.811, atom 9 (H): 0.259, atom 10 (H): 0.241, atom 11 (H): 0.244, atom 12 (H): 0.224, atom 13 (H): 0.458, atom 14 (H): 0.442, atom 15 (H): 0.442, atom 16 (H): 0.255, atom 17 (H): 0.186, atom 18 (H): 0.245, atom 19 (H): 0.215, atom 20 (H): 0.214, atom 21 (H): 0.202, atom 22 (H): 0.397, atom 23 (H): 0.389

x:
Molecular formula: C6H15N2
Method: DFT, ωB97M-V with the def2-TZVPD basis set

Values from the calculation:
HOMO-LUMO gap: 9.44 eV
Total charge: +1
Molar mass: 115.200 g/mol

CARTESIAN COORDINATES (ANGSTROEM)
C (-2.020, 0.821, -0.408)
C (-1.333, 0.772, -1.782)
C (-0.906, 2.120, -2.275)
C (0.202, 2.759, -1.906)
H (-2.942, 1.402, -0.484)
H (-2.320, -0.161, -0.038)
H (-1.413, 1.321, 0.355)
H (-1.867, 0.244, -2.573)
H (-0.404, 0.180, -1.683)
H (-1.670, 2.689, -2.799)
H (0.343, 3.796, -2.176)
H (0.915, 2.307, -1.220)
C (1.064, -2.359, 1.884)
C (1.402, -1.089, 1.634)
N (1.445, -0.657, 0.222)
N (1.031, -2.923, 3.115)
H (0.845, -3.036, 1.064)
H (1.787, -0.377, 2.343)
H (2.313, -0.174, -0.025)
H (1.375, -1.450, -0.420)
H (0.677, -0.008, 0.022)
H (0.878, -2.351, 3.931)
H (0.597, -3.824, 3.217)

Electronic structure analysis, natural (NBO) charges in units of e: atom 1 (C): -0.619, atom 2 (C): -0.430, atom 3 (C): -0.164, atom 4 (C): -0.392, atom 5 (H): 0.235, atom 6 (H): 0.213, atom 7 (H): 0.199, atom 8 (H): 0.236, atom 9 (H): 0.141, atom 10 (H): 0.213, atom 11 (H): 0.223, atom 12 (H): 0.153, atom 13 (C): 0.067, atom 14 (C): -0.235, atom 15 (N): -0.669, atom 16 (N): -0.759, atom 17 (H): 0.207, atom 18 (H): 0.237, atom 19 (H): 0.441, atom 20 (H): 0.442, atom 21 (H): 0.447, atom 22 (H): 0.405, atom 23 (H): 0.409

w comes first in stability; the runner-up is 0.0176 hartree higher.

w:
Molecular formula: C4H8N4O
Method: DFT, ωB97M-V with the def2-TZVPD basis set

Values from the calculation:
Structure (SMILES): [H]/N=C(\NC)N(C=O)N=C
HOMO-LUMO gap: 10.13 eV
Molar mass: 128.135 g/mol

CARTESIAN COORDINATES (ANGSTROEM)
H (1.793, 1.981, -0.864)
N (0.731, 1.747, -1.053)
C (0.552, 0.594, -0.564)
N (1.497, -0.497, -0.161)
C (0.947, -1.401, 0.884)
N (-0.703, 0.207, -0.640)
C (-1.145, -1.101, -0.949)
O (-2.236, -1.628, -0.447)
N (-1.716, 0.771, 0.262)
C (-1.454, 2.022, 0.622)
H (2.605, -0.351, -0.118)
H (1.719, -2.319, 0.787)
H (0.853, -0.864, 1.883)
H (-0.041, -1.829, 0.299)
H (-0.592, -1.847, -1.622)
H (-0.426, 2.220, 0.486)
H (-2.383, 2.295, 1.196)

Electronic structure analysis, natural (NBO) charges in units of e: atom 1 (H): 0.330, atom 2 (N): -0.637, atom 3 (C): 0.551, atom 4 (N): -0.683, atom 5 (C): -0.432, atom 6 (N): -0.394, atom 7 (C): 0.458, atom 8 (O): -0.559, atom 9 (N): -0.192, atom 10 (C): -0.151, atom 11 (H): 0.407, atom 12 (H): 0.217, atom 13 (H): 0.210, atom 14 (H): 0.231, atom 15 (H): 0.193, atom 16 (H): 0.218, atom 17 (H): 0.233

x:
Molecular formula: C4H8N4O
Method: DFT, ωB97M-V with the def2-TZVPD basis set

Values from the calculation:
Structure (SMILES): [H]/N=C(\N)C(=O)/C(N)=N/C
HOMO-LUMO gap: 9.15 eV
Molar mass: 128.135 g/mol

CARTESIAN COORDINATES (ANGSTROEM)
H (-1.411, 0.813, 3.020)
N (-1.166, 1.175, 1.983)
C (-1.567, 0.303, 1.185)
N (-2.402, -0.755, 1.510)
C (-1.017, 0.194, -0.287)
O (-1.742, -0.364, -1.124)
C (0.383, 0.268, -0.706)
N (0.570, -0.108, -1.989)
N (1.245, 0.281, 0.274)
C (2.640, -0.030, -0.277)
H (-3.031, -0.580, 2.262)
H (-2.988, -0.955, 0.653)
H (1.590, -0.294, -2.635)
H (-0.164, 0.186, -2.524)
H (3.413, -0.069, 0.572)
H (2.684, -0.869, -0.939)
H (2.964, 0.803, -0.975)

Electronic structure analysis, natural (NBO) charges in units of e: atom 1 (H): 0.327, atom 2 (N): -0.619, atom 3 (C): 0.360, atom 4 (N): -0.823, atom 5 (C): 0.487, atom 6 (O): -0.539, atom 7 (C): 0.282, atom 8 (N): -0.810, atom 9 (N): -0.383, atom 10 (C): -0.471, atom 11 (H): 0.378, atom 12 (H): 0.398, atom 13 (H): 0.427, atom 14 (H): 0.395, atom 15 (H): 0.218, atom 16 (H): 0.183, atom 17 (H): 0.190

y:
Molecular formula: C4H8N4O
Method: DFT, ωB97M-V with the def2-TZVPD basis set

Values from the calculation:
Structure (SMILES): C=C(/N=C\N)C(=O)NN
HOMO-LUMO gap: 9.71 eV
Molar mass: 128.135 g/mol

CARTESIAN COORDINATES (ANGSTROEM)
C (0.438, 1.380, 1.532)
C (0.017, 0.541, 0.586)
N (-0.816, 1.001, -0.473)
C (-1.868, 0.248, -0.767)
N (-2.425, -0.780, -0.065)
C (0.633, -0.836, 0.420)
O (0.200, -1.821, 0.999)
N (1.771, -0.860, -0.318)
N (2.146, 0.142, -1.227)
H (1.277, 1.032, 2.235)
H (0.114, 2.417, 1.613)
H (-2.372, 0.556, -1.655)
H (-1.966, -1.185, 0.731)
H (-3.020, -1.464, -0.709)
H (2.223, -1.726, -0.494)
H (1.284, 0.354, -1.759)
H (2.363, 1.002, -0.650)

Electronic structure analysis, natural (NBO) charges in units of e: atom 1 (C): -0.415, atom 2 (C): 0.014, atom 3 (N): -0.542, atom 4 (C): 0.303, atom 5 (N): -0.811, atom 6 (C): 0.622, atom 7 (O): -0.623, atom 8 (N): -0.457, atom 9 (N): -0.637, atom 10 (H): 0.206, atom 11 (H): 0.218, atom 12 (H): 0.178, atom 13 (H): 0.428, atom 14 (H): 0.404, atom 15 (H): 0.391, atom 16 (H): 0.360, atom 17 (H): 0.360

y comes first in stability; the runner-up is 0.0374 hartree higher.